1.
ORCA calculation (ωB97M-V/def2-TZVPD) on I6O4TlV2 as an isolated structure at a distorted geometry.

Last column: Löwdin charge in e.
Cartesian coordinates (Å):
1 I 5.977 8.078 4.263  0.301
2 I 11.964 11.856 6.071  -0.428
3 V 10.064 4.252 5.202  0.242
4 Tl 6.404 8.553 6.945  -0.306
5 I 7.193 6.014 7.206  0.256
6 I 8.629 4.820 3.573  0.521
7 O 11.473 4.962 5.017  -0.418
8 O 7.876 10.963 7.752  -0.539
9 O 9.549 3.778 6.721  -0.517
10 I 11.571 8.207 7.529  -0.235
11 I 5.906 8.259 9.865  0.147
12 V 9.142 10.170 6.967  0.460
13 O 4.794 10.074 6.730  -0.482

Spin multiplicity: 1
Electronic energy: -4147.479158 Ha
Orbital gap: 2.27 eV
E_LUMO: -2.60 eV
Largest force on an atom: 0.143 Eh/bohr
Charge: -1


2.
ORCA calculation (ωB97M-V/def2-TZVPD) on a 2-piece molecular cluster, C3H7S overall.

Last column: Löwdin charge in e.
Cartesian coordinates (Å):
1 H 2.596 1.515 -1.492  -0.027
2 H -1.599 -0.620 -0.788  -0.034
3 S 0.827 0.390 -0.220  0.067
4 C -2.310 -1.046 -0.089  -0.124
5 H 3.188 0.042 -0.790  -0.027
6 H -1.334 -0.269 1.579  -0.004
7 H -3.020 -1.780 -0.462  0.029
8 H -2.838 -1.312 1.920  0.026
9 C 2.542 0.903 -0.584  -0.757
10 H 2.977 1.489 0.230  -0.028
11 C -2.211 -0.785 1.205  -0.120

Spin multiplicity: 1
Electronic energy: -516.669995 Ha
Orbital gap: 6.50 eV
E_LUMO: 4.37 eV
Largest force on an atom: 0.017 Eh/bohr
Charge: -1